{
  "formula": "C72H180N24O20P8",
  "method": "ωB97M-V/def2-TZVPD",
  "symbols": ["O", "P", "N", "C", "C", "N", "C", "C", "N", "C", "C", "H", "H", "H", "H", "H", "H", "H", "H", "H", "H", "H", "H", "H", "H", "H", "H", "H", "H", "O", "P", "N", "C", "C", "N", "C", "C", "N", "C", "C", "H", "H", "H", "H", "H", "H", "H", "H", "H", "H", "H", "H", "H", "H", "H", "H", "H", "H", "O", "P", "N", "C", "C", "N", "C", "C", "N", "C", "C", "H", "H", "H", "H", "H", "H", "H", "H", "H", "H", "H", "H", "H", "H", "H", "H", "H", "H", "O", "P", "N", "C", "C", "N", "C", "C", "N", "C", "C", "H", "H", "H", "H", "H", "H", "H", "H", "H", "H", "H", "H", "H", "H", "H", "H", "H", "H", "O", "P", "N", "C", "C", "N", "C", "C", "N", "C", "C", "H", "H", "H", "H", "H", "H", "H", "H", "H", "H", "H", "H", "H", "H", "H", "H", "H", "H", "O", "P", "N", "C", "C", "N", "C", "C", "N", "C", "C", "H", "H", "H", "H", "H", "H", "H", "H", "H", "H", "H", "H", "H", "H", "H", "H", "H", "H", "O", "P", "N", "C", "C", "N", "C", "C", "N", "C", "C", "H", "H", "H", "H", "H", "H", "H", "H", "H", "H", "H", "H", "H", "H", "H", "H", "H", "H", "O", "P", "N", "C", "C", "N", "C", "C", "N", "C", "C", "H", "H", "H", "H", "H", "H", "H", "H", "H", "H", "H", "H", "H", "H", "H", "H", "H", "H", "O", "C", "O", "C", "C", "C", "H", "H", "H", "H", "H", "H", "O", "C", "O", "C", "C", "C", "H", "H", "H", "H", "H", "H", "O", "C", "O", "C", "C", "C", "H", "H", "H", "H", "H", "H", "O", "C", "O", "C", "C", "C", "H", "H", "H", "H", "H", "H", "O", "C", "O", "C", "C", "C", "H", "H", "H", "H", "H", "H", "O", "C", "O", "C", "C", "C", "H", "H", "H", "H", "H", "H"],
  "coordinates": [[-0.3489, 7.3739, -0.4870], [-1.1188, 7.0379, -1.7008], [-1.0515, 5.4115, -2.0277], [0.2419, 4.7423, -1.8073], [-1.8065, 4.7979, -3.1474], [-0.6387, 7.9169, -2.9999], [-1.2717, 7.8434, -4.3368], [0.6151, 8.7057, -3.0284], [-2.8254, 7.2314, -1.6142], [-3.5731, 6.5778, -0.5024], [-3.2881, 8.6163, -1.7036], [0.6024, 5.0747, -0.8453], [0.9440, 4.8453, -2.6658], [0.0668, 3.6588, -1.6686], [-2.1195, 3.7257, -2.9291], [-1.2674, 4.8918, -4.0993], [-2.7238, 5.3778, -3.3102], [-1.7998, 8.8012, -4.5904], [-0.4869, 7.7136, -5.1347], [-2.0225, 7.0140, -4.4374], [0.4471, 9.8092, -3.2371], [1.2227, 8.6297, -2.0673], [1.2886, 8.3411, -3.8307], [-3.3744, 7.1178, 0.3653], [-4.6108, 6.6284, -0.8125], [-3.3491, 5.5300, -0.4473], [-4.3923, 8.6020, -1.6441], [-3.1159, 9.0445, -2.6557], [-2.8876, 9.2885, -0.9179], [-4.3310, 2.7224, -5.3596], [-5.4019, 2.5902, -4.3831], [-6.5763, 1.5319, -4.9301], [-7.7267, 1.0550, -4.1762], [-6.5117, 0.7843, -6.1596], [-6.0329, 4.0623, -3.9846], [-7.1484, 4.0560, -2.9492], [-5.9661, 5.1995, -4.9268], [-5.2177, 1.9852, -2.8369], [-5.2064, 0.5436, -2.5863], [-4.5997, 2.7325, -1.8507], [-7.7280, -0.0677, -4.1092], [-8.6942, 1.3863, -4.6283], [-7.7493, 1.4344, -3.1599], [-5.8907, 1.3038, -6.8631], [-7.5761, 0.8094, -6.5550], [-6.0785, -0.2247, -6.0121], [-8.1214, 4.2769, -3.4116], [-7.0860, 3.0560, -2.4986], [-6.9130, 4.8235, -2.1556], [-6.7898, 5.3303, -5.6634], [-5.9167, 6.1156, -4.2678], [-5.1124, 4.9892, -5.5551], [-5.6124, 0.4020, -1.5680], [-5.6659, -0.1291, -3.3473], [-4.2188, 0.1243, -2.4638], [-4.4560, 3.7597, -2.2005], [-3.6119, 2.3251, -1.5494], [-5.1971, 2.7830, -0.9217], [4.6000, -4.7416, 0.2336], [4.6890, -5.0273, 1.7304], [5.7307, -4.0299, 2.6078], [6.0079, -4.3910, 3.9804], [5.6861, -2.5865, 2.3022], [5.3595, -6.4954, 2.0609], [4.5838, -7.6924, 2.2045], [6.7195, -6.7831, 1.5848], [3.1557, -5.0432, 2.4081], [2.8615, -4.9839, 3.8856], [1.9511, -4.6200, 1.5748], [5.3982, -3.8741, 4.6990], [7.0133, -4.1127, 4.2239], [5.9400, -5.4754, 4.1902], [6.7158, -2.2133, 2.3797], [5.1128, -1.9869, 3.0119], [5.2479, -2.4339, 1.2808], [3.5615, -7.5027, 2.5781], [4.4901, -8.1950, 1.2105], [5.2156, -8.3054, 2.9297], [6.7886, -7.3989, 0.5892], [7.2766, -5.8479, 1.3880], [7.2838, -7.3122, 2.3274], [3.3290, -5.8457, 4.3515], [3.2533, -4.0377, 4.3176], [1.7840, -5.0694, 4.0479], [2.2728, -4.5865, 0.5340], [1.4856, -3.6507, 1.8992], [1.1977, -5.3939, 1.5989], [0.1795, -0.9205, -4.2406], [-0.5265, -1.2873, -5.4736], [0.4265, -2.1238, -6.5301], [-0.1462, -3.0636, -7.4705], [1.7995, -1.6635, -6.7198], [-1.1551, 0.1106, -6.1585], [-1.6782, 0.1171, -7.5020], [-1.4941, 1.2327, -5.3245], [-1.9211, -2.2302, -5.4667], [-1.8088, -3.5952, -5.0282], [-2.8830, -1.5373, -4.6223], [0.4560, -3.9837, -7.4194], [-0.0559, -2.7114, -8.5148], [-1.2050, -3.1912, -7.3204], [2.4573, -2.5214, -6.6174], [2.0461, -0.8207, -6.0670], [1.9267, -1.3529, -7.7633], [-1.3143, 1.0117, -8.0335], [-1.3441, -0.7546, -8.0169], [-2.7725, 0.1174, -7.5193], [-1.2432, 2.1885, -5.8141], [-2.5713, 1.3384, -5.1477], [-0.8746, 1.1173, -4.3894], [-1.8367, -3.5866, -3.9629], [-2.6721, -4.2043, -5.3162], [-0.8267, -3.9610, -5.3827], [-2.5749, -1.2715, -3.5893], [-3.7301, -2.2333, -4.3575], [-3.2732, -0.6755, -5.1186], [4.9650, -5.9542, -6.5942], [5.3880, -5.1227, -5.4725], [6.9146, -5.6411, -4.9671], [7.5332, -5.3716, -3.7564], [7.7452, -6.4303, -5.8630], [4.4972, -5.0134, -4.0868], [4.3366, -6.3235, -3.4256], [3.3560, -4.0995, -3.9063], [5.5904, -3.4949, -5.9026], [5.5569, -3.0829, -7.3140], [6.2821, -2.6084, -4.9855], [7.9211, -6.2208, -3.1860], [6.9846, -4.7358, -3.0846], [8.5295, -4.8746, -3.8675], [8.7365, -5.9701, -5.8840], [7.3763, -6.5657, -6.8806], [7.9459, -7.4345, -5.4565], [4.8866, -7.1028, -3.9852], [4.6792, -6.2566, -2.3922], [3.2915, -6.6092, -3.2833], [3.0911, -4.0590, -2.8626], [3.5772, -3.0586, -4.1781], [2.4977, -4.4179, -4.5376], [6.5311, -2.7607, -7.7625], [5.1114, -3.9363, -7.8482], [4.9942, -2.1583, -7.3895], [6.0340, -1.5616, -5.0774], [7.3860, -2.5839, -5.1117], [6.2010, -2.9204, -3.9211], [0.9295, 1.4324, 6.8232], [1.3671, 0.0657, 7.2169], [2.7155, 0.1490, 8.2295], [3.6333, -0.9502, 8.5663], [2.9215, 1.2923, 9.1717], [1.8569, -1.1261, 6.2026], [3.0942, -0.9166, 5.4348], [0.9947, -2.1867, 5.6495], [0.0295, -0.6624, 7.9397], [0.3305, -1.7883, 8.8424], [-1.1607, 0.0273, 8.4080], [3.2830, -1.8909, 8.0866], [3.7144, -1.0517, 9.6021], [4.6398, -0.7270, 8.2431], [3.8689, 1.7944, 9.0394], [2.9578, 0.9336, 10.1615], [2.1210, 1.9966, 9.1250], [2.8610, -0.6786, 4.4249], [3.5885, -0.0168, 5.7847], [3.8018, -1.6817, 5.6932], [1.5003, -3.1113, 5.9307], [0.1041, -2.1988, 6.2422], [0.7977, -2.1457, 4.5849], [-0.6036, -2.3279, 9.0369], [0.9352, -2.4974, 8.2966], [0.8665, -1.5414, 9.7382], [-1.9922, -0.6635, 8.4962], [-1.4240, 0.8577, 7.7770], [-1.0185, 0.3977, 9.4266], [-4.8812, 4.1612, 1.3559], [-3.9060, 4.0019, 2.4178], [-3.8734, 2.3855, 2.9820], [-2.8901, 1.8774, 3.8427], [-5.2082, 1.8220, 3.3337], [-4.0113, 5.1098, 3.6453], [-5.1591, 5.9207, 3.6877], [-3.2061, 5.0987, 4.8773], [-2.3817, 4.1997, 1.9432], [-1.8587, 3.3073, 0.9666], [-1.5572, 5.3689, 2.2641], [-3.2159, 1.7748, 4.9430], [-1.9954, 2.4913, 3.7331], [-2.5076, 0.9414, 3.4923], [-5.3498, 0.7890, 3.0379], [-5.9631, 2.4041, 2.8220], [-5.4422, 1.9526, 4.3777], [-5.8412, 5.7177, 2.9010], [-5.7159, 5.6256, 4.5897], [-4.9682, 6.9495, 3.8124], [-3.6388, 4.5018, 5.6682], [-2.1978, 4.6764, 4.7090], [-3.0683, 6.1091, 5.2747], [-2.6116, 2.5812, 0.7254], [-1.4703, 3.8441, 0.0888], [-0.9667, 2.7362, 1.3051], [-2.0942, 6.2025, 2.6349], [-1.1409, 5.7058, 1.3182], [-0.7351, 5.1372, 2.9707], [-0.5000, -1.7566, 1.9645], [0.3225, -0.8287, 1.0872], [1.4867, -1.3110, 0.0057], [2.8940, -1.3725, 0.2211], [1.0347, -2.0798, -1.1595], [1.1297, 0.1896, 2.1187], [0.5360, 0.3786, 3.4703], [1.8669, 1.3705, 1.7003], [-0.6734, -0.0435, -0.0005], [-0.2110, 0.8117, -1.0565], [-2.1292, -0.4624, -0.0464], [3.2775, -0.8578, 1.1368], [3.3875, -0.7993, -0.5536], [3.2514, -2.4251, 0.1634], [-0.0621, -2.0706, -1.1015], [1.3547, -3.1289, -1.1332], [1.4320, -1.6625, -2.0687], [0.1715, -0.5839, 3.7563], [1.3083, 0.7198, 4.1405], [-0.3125, 1.0532, 3.6423], [2.2575, 1.2246, 0.7091], [1.1323, 2.2472, 1.7356], [2.6180, 1.6890, 2.4263], [-0.1339, 0.4052, -2.0871], [-0.8230, 1.6764, -1.0638], [0.8046, 1.1614, -0.8691], [-2.7363, 0.2928, -0.5355], [-2.4594, -0.6288, 0.9583], [-2.2208, -1.4238, -0.6067], [6.8786, 2.6817, 4.4486], [6.3392, 2.8242, 3.3804], [6.6089, 1.9715, 2.3062], [6.0451, 2.5166, 1.1114], [5.1395, 3.6146, 1.5721], [5.5953, 4.0142, 2.9411], [5.5219, 1.7242, 0.5439], [6.9041, 2.8235, 0.4401], [4.1377, 3.1712, 1.6295], [5.0165, 4.4772, 0.9170], [4.7883, 4.2484, 3.5739], [6.3953, 4.7591, 2.9237], [-5.1097, -4.8445, 1.3457], [-4.1881, -4.8303, 0.5371], [-4.2044, -3.9775, -0.5284], [-2.9832, -4.0939, -1.2787], [-2.0299, -4.6719, -0.2436], [-2.9498, -5.6967, 0.4631], [-2.7443, -3.0756, -1.5617], [-3.0458, -4.7934, -2.1016], [-1.8006, -3.9173, 0.4964], [-1.1058, -5.1114, -0.6365], [-2.6542, -6.0133, 1.4772], [-3.3044, -6.5430, -0.1185], [3.3400, 2.3477, 4.3726], [2.6389, 3.0558, 5.0707], [1.4470, 3.3952, 4.6446], [0.7538, 4.2153, 5.6188], [1.8239, 4.7897, 6.5375], [2.9616, 3.7816, 6.3753], [0.0544, 3.5331, 6.1397], [0.1664, 4.9343, 5.0600], [1.5037, 4.9279, 7.5515], [2.1289, 5.7497, 6.1815], [2.8292, 3.0166, 7.2287], [4.0006, 4.1329, 6.3160], [3.2895, 3.1995, -0.7498], [3.2149, 2.4404, -1.6894], [3.1095, 1.1455, -1.5292], [3.2926, 0.3925, -2.7394], [3.9519, 1.3341, -3.7430], [3.5258, 2.7213, -3.2379], [2.2879, 0.1395, -3.1216], [3.8844, -0.4787, -2.5204], [3.7323, 1.0350, -4.7909], [4.9963, 1.1783, -3.6611], [2.6425, 3.1496, -3.7558], [4.3124, 3.5171, -3.1975], [-5.8405, -3.7736, -3.5000], [-6.6464, -3.3454, -2.6967], [-6.8831, -2.0442, -2.5783], [-7.9830, -1.8476, -1.5400], [-7.8197, -3.0424, -0.5820], [-7.3736, -4.1156, -1.5538], [-8.8941, -1.8925, -2.1407], [-7.7647, -0.9154, -1.1256], [-8.7437, -3.2401, -0.0703], [-6.9984, -2.9353, 0.1257], [-8.1197, -4.6824, -2.0874], [-6.6983, -4.7934, -1.0261], [-1.6168, -4.1221, 6.9092], [-1.9525, -3.8923, 5.8039], [-1.5062, -4.5604, 4.7223], [-2.2479, -4.2977, 3.5651], [-2.9668, -2.9155, 3.8862], [-2.9324, -2.8227, 5.3750], [-2.9792, -5.0956, 3.5190], [-1.5691, -4.2326, 2.7257], [-3.9810, -2.7890, 3.4392], [-2.3071, -2.1585, 3.4810], [-3.8251, -3.1820, 5.8984], [-2.6052, -1.8257, 5.6980]],
  "forces_ev_per_angstrom": [[0.2, 0.1, -0.1], [-1.7, -0.5, 0.8], [0.1, -1.4, -0.7], [-0.7, -0.6, -0.1], [-0.6, 0.1, 0.4], [0.6, 0.9, -1.5], [-0.2, 0.1, -0.4], [0.7, 0.6, 0.8], [0.9, 0.4, -0.2], [0.3, -0.5, -2.8], [-0.8, -0.1, 0.7], [0.7, 0.3, -0.1], [-0.2, 0.2, 0.6], [-0.1, 0.3, -0.3], [0.7, 1.3, -0.2], [0.2, -0.5, 0.1], [0.0, -0.3, 0.3], [0.4, -0.7, 0.3], [-0.6, -0.1, 0.8], [0.8, 0.9, 0.3], [-0.1, -1.2, 0.3], [-1.2, 0.0, -1.1], [-0.5, 0.0, 0.3], [0.1, 0.6, 1.9], [-0.3, 0.1, 0.4], [0.4, -0.4, 0.3], [0.4, 0.0, 0.3], [0.7, 0.4, -1.0], [-0.2, -0.3, -0.2], [1.1, 0.0, -0.8], [-1.9, -0.8, 1.1], [-0.5, -0.3, 0.3], [-0.6, -0.2, 0.3], [-0.7, 0.4, -0.5], [-1.7, 0.5, 0.3], [1.6, 0.8, -0.4], [-0.4, 0.0, 1.0], [-0.3, -2.1, -2.5], [-0.2, -0.4, 0.4], [1.3, 1.4, 2.2], [0.0, 0.9, -0.2], [0.7, -0.3, 0.0], [0.2, -0.1, 0.1], [0.4, 0.2, -0.4], [1.3, -0.7, 0.1], [-0.6, 0.2, -0.1], [0.2, -0.2, 0.2], [-0.5, 0.8, 0.0], [-0.3, -0.7, -0.8], [-0.1, -0.4, 0.8], [0.3, -0.6, -1.1], [0.6, 0.6, 0.1], [-0.5, -0.2, -0.5], [-0.1, 1.1, 0.7], [0.9, 0.2, -0.2], [0.1, -0.2, 0.3], [-0.2, 0.2, -0.2], [0.1, 0.0, -0.2], [0.2, 0.2, 2.4], [-0.4, 0.6, -2.1], [-1.3, -0.2, -0.8], [0.5, -0.5, 0.3], [0.3, -0.3, -0.5], [0.6, 0.0, -0.2], [0.4, -1.0, 0.3], [0.2, 0.4, -1.9], [-1.7, 0.7, 0.1], [0.8, 0.3, -1.2], [1.2, 0.1, 0.3], [-0.6, 0.3, 0.3], [0.9, 0.2, 0.1], [-0.1, 0.6, -0.5], [-0.2, 0.1, -0.4], [-0.3, -0.2, 0.2], [0.7, -0.2, 0.9], [0.7, -0.1, 0.0], [0.1, -0.1, 0.7], [-1.3, 0.1, -0.9], [-0.6, 1.0, 1.7], [-0.5, -0.4, 0.1], [0.2, -0.5, 0.6], [0.2, 0.0, 0.3], [-0.4, -0.6, -0.1], [0.2, 0.2, -0.1], [0.1, 0.3, 0.1], [0.6, -0.7, -0.2], [-0.3, -0.3, 0.4], [0.4, -0.2, 0.9], [-0.7, 0.7, -1.6], [-0.7, 0.8, 0.6], [1.4, 0.1, -1.2], [-0.4, -0.5, -1.0], [0.8, -0.5, 0.0], [-0.2, 0.7, 0.3], [0.7, 0.6, 0.8], [0.0, 0.7, 0.9], [0.9, -0.5, -0.2], [-2.0, -1.1, 1.2], [-0.6, -0.1, 0.0], [0.2, 0.1, 0.2], [0.0, -0.3, 0.2], [0.5, 0.0, 0.5], [-0.1, -0.4, 0.0], [0.0, 0.3, 0.0], [-0.2, -0.2, 0.1], [0.3, -0.6, -0.5], [-0.1, 0.1, 0.0], [0.3, -0.2, 0.0], [0.2, -0.3, 0.3], [-1.0, 0.4, -0.8], [0.4, -0.4, 1.2], [0.3, 0.1, -0.5], [-0.8, -0.5, 0.4], [0.7, 0.2, -0.5], [0.5, 0.5, -0.8], [-0.3, 0.5, -0.2], [-0.6, -0.3, -0.8], [1.8, 1.7, 0.4], [-1.5, -0.9, -1.5], [2.5, 0.9, 1.8], [0.6, -0.4, 0.2], [-0.2, -0.3, 0.1], [0.1, 0.1, 0.5], [0.1, 0.0, -1.0], [-0.2, 0.1, -0.1], [0.4, -0.2, 0.4], [1.4, -0.5, 0.8], [-0.8, -0.7, 0.0], [-0.5, 0.0, 0.2], [-0.5, 0.4, -0.5], [0.1, 0.2, -0.3], [-0.3, 0.3, 0.3], [-0.3, 0.1, 0.1], [-0.4, 0.3, 0.4], [0.5, 0.0, 0.0], [-0.1, 0.0, -0.7], [-0.2, -0.3, 0.4], [0.3, -0.4, -0.2], [0.2, 0.1, 0.5], [-0.2, -0.9, 0.5], [0.2, 0.7, -0.2], [-0.7, 0.0, -0.1], [-0.8, 0.3, -0.1], [-0.2, -0.3, -0.4], [-0.5, 0.2, -0.7], [0.5, -0.3, -0.3], [-0.7, 0.2, 1.2], [0.1, 0.7, 0.8], [-1.0, -0.1, -2.2], [-0.2, -0.8, -1.4], [-0.1, 0.3, -1.2], [-0.3, 1.0, 1.8], [0.9, -0.1, 1.4], [0.4, -0.7, 0.9], [-0.6, -0.5, -1.5], [0.5, 0.4, 0.4], [0.4, 0.6, 0.5], [-0.3, -0.4, 1.8], [0.4, 0.1, -0.5], [0.4, 0.2, -0.5], [-0.1, -0.7, 1.4], [-0.5, 0.5, -0.3], [0.1, -0.6, -1.2], [0.0, 0.4, 0.2], [0.3, -0.9, -0.7], [0.0, -0.4, -0.5], [-0.8, 0.1, -0.1], [0.1, 0.1, -0.1], [0.2, 0.2, 0.3], [0.4, -0.3, -0.1], [0.1, 0.5, 0.7], [-0.2, -0.3, -0.4], [0.0, 0.3, -0.3], [0.1, 0.3, 0.1], [-1.8, 0.1, -0.7], [1.5, -1.1, 1.5], [-2.9, 0.5, -0.3], [1.4, 0.3, 1.6], [0.2, 1.1, -1.0], [1.0, -0.6, 0.1], [-1.6, -0.8, 2.0], [0.6, -0.3, -0.7], [1.4, 1.1, 0.8], [1.7, -0.5, -0.4], [0.9, -1.0, -0.8], [0.5, 0.3, -1.4], [0.0, 0.3, 0.6], [-0.2, -1.2, 0.0], [0.3, -0.3, 0.0], [-0.2, 0.0, -0.4], [0.2, -0.2, 0.7], [-0.3, 0.1, -1.1], [-0.3, 0.2, 0.1], [0.5, 1.5, -0.2], [-0.5, -0.2, 0.3], [-0.5, 0.2, -0.1], [-0.1, 0.0, -0.3], [-0.3, -0.3, -0.5], [-0.6, 0.0, -0.1], [-0.4, 0.2, 0.3], [-0.8, 0.5, 0.5], [0.4, 0.1, 0.0], [-0.3, -0.1, -0.4], [0.9, 0.4, -1.5], [-0.5, 0.1, 0.7], [-0.5, -0.4, 0.5], [1.6, -0.2, 0.6], [-0.4, -0.1, 0.9], [-0.3, 0.4, 1.0], [0.2, -0.5, -0.3], [-1.6, 1.3, 0.2], [-2.1, -0.9, 0.6], [1.2, -0.2, -0.6], [1.8, -0.3, -0.6], [-0.8, -0.7, -0.4], [0.2, -0.2, -0.3], [0.0, 0.6, 0.3], [0.3, 0.0, -0.7], [0.1, 0.0, 0.3], [-0.2, 0.3, -0.5], [-0.1, -0.4, 0.4], [0.3, 0.1, 0.2], [0.2, 0.3, -0.9], [0.3, 0.2, -0.2], [0.9, -0.8, -0.5], [0.1, -0.6, -0.1], [-0.5, -0.4, 0.4], [-0.8, 1.0, -0.3], [-0.1, 0.0, 0.3], [0.1, 0.2, 0.0], [-0.3, -0.1, 0.5], [-0.1, 0.7, 0.3], [-0.6, -0.5, -0.6], [1.9, -1.1, 0.7], [-0.5, 0.5, 1.1], [1.4, -0.4, -1.4], [-1.8, 0.7, -0.7], [0.9, -0.4, -1.2], [0.1, 0.3, 0.5], [-0.8, 0.0, 0.8], [0.1, 0.2, 0.2], [0.3, -0.3, -0.3], [-0.6, 0.5, 1.0], [-0.4, 0.4, 0.0], [1.6, 0.1, -1.4], [-1.9, 0.1, 1.0], [-0.4, -0.5, 0.3], [0.6, 0.1, 1.1], [0.2, -1.2, 0.0], [-0.4, 1.1, 0.7], [0.2, -0.1, -0.5], [-0.5, 0.1, -0.5], [0.4, 0.4, 0.1], [-0.2, 0.2, -0.1], [0.0, 0.1, -0.7], [0.5, -0.3, -0.3], [0.0, 0.3, 1.0], [1.2, -0.2, -0.3], [-1.3, 0.8, -0.1], [-0.8, -1.0, 0.2], [0.5, -0.2, -0.8], [-0.2, -1.8, 1.2], [0.4, 0.3, -0.1], [0.1, 0.3, -0.1], [-0.3, -0.2, 0.5], [0.2, 0.8, -0.3], [0.6, 1.0, -1.5], [-0.4, 0.1, 0.3], [-0.6, -0.4, -1.1], [1.5, 1.6, -1.2], [-0.1, -1.4, 0.4], [-1.4, 0.6, -1.0], [-0.4, 0.0, -0.2], [-0.1, 0.8, 1.1], [0.3, -0.3, 0.3], [0.1, -0.3, 0.1], [-0.3, 0.5, 0.7], [1.3, 0.3, 0.2], [0.4, -0.4, 0.4], [-0.6, -0.8, -0.4], [-1.1, 0.2, 0.6], [1.8, -1.0, 0.8], [-1.5, 0.4, 0.9], [1.4, -1.8, -1.4], [0.0, 0.5, -1.3], [0.9, -0.1, -0.7], [-0.1, 0.2, 0.4], [0.0, 1.5, 0.6], [-0.3, -0.2, 0.3], [-0.2, 0.5, 0.1], [-0.7, -0.3, 0.2], [0.0, -0.1, -0.6], [0.8, -0.6, 1.6], [-0.2, 1.1, -1.5], [1.2, -0.7, 1.1], [-1.6, 1.4, 0.5], [-0.1, -0.5, -1.5], [0.0, -0.5, 0.6], [-0.2, -0.2, -0.6], [0.0, 0.0, -0.2], [0.8, -0.4, 0.2], [0.0, 0.3, -0.3], [-0.3, 0.7, -0.2], [-0.2, -0.4, 0.4]],
  "lowdin_charge": [-0.29, 0.50, -0.29, -0.11, -0.11, -0.30, -0.11, -0.11, -0.28, -0.08, -0.13, 0.07, 0.09, 0.06, 0.09, 0.08, 0.06, 0.08, 0.09, 0.07, 0.09, 0.09, 0.07, 0.06, 0.08, 0.05, 0.09, 0.04, 0.10, -0.27, 0.50, -0.31, -0.14, -0.12, -0.30, -0.08, -0.10, -0.32, -0.09, -0.16, 0.09, 0.10, 0.06, 0.06, 0.10, 0.09, 0.08, 0.04, 0.09, 0.08, 0.09, 0.05, 0.10, 0.08, 0.06, 0.07, 0.08, 0.09, -0.34, 0.54, -0.29, -0.14, -0.08, -0.35, -0.13, -0.12, -0.27, -0.08, -0.08, 0.05, 0.07, 0.09, 0.09, 0.07, 0.07, 0.07, 0.09, 0.10, 0.12, 0.08, 0.06, 0.07, 0.06, 0.08, 0.04, 0.08, 0.06, -0.28, 0.52, -0.30, -0.13, -0.08, -0.31, -0.09, -0.13, -0.29, -0.12, -0.13, 0.10, 0.09, 0.06, 0.07, 0.07, 0.08, 0.09, 0.05, 0.09, 0.08, 0.04, 0.08, 0.05, 0.10, 0.08, 0.08, 0.10, 0.05, -0.28, 0.51, -0.30, -0.18, -0.10, -0.29, -0.10, -0.09, -0.30, -0.11, -0.14, 0.08, 0.07, 0.09, 0.08, 0.08, 0.08, 0.09, 0.07, 0.08, 0.07, 0.06, 0.09, 0.09, 0.07, 0.06, 0.06, 0.09, 0.07, -0.27, 0.55, -0.26, -0.11, -0.09, -0.28, -0.09, -0.08, -0.30, -0.11, -0.11, 0.09, 0.05, 0.08, 0.08, 0.06, 0.06, 0.06, 0.08, 0.07, 0.09, 0.05, 0.07, 0.09, 0.06, 0.07, 0.07, 0.06, 0.08, -0.26, 0.48, -0.27, -0.16, -0.10, -0.30, -0.13, -0.08, -0.28, -0.11, -0.07, 0.11, 0.06, 0.06, 0.08, 0.06, 0.07, 0.06, 0.09, 0.07, 0.08, 0.06, 0.09, 0.06, 0.07, 0.08, 0.07, 0.06, 0.08, -0.32, 0.57, -0.27, -0.12, -0.07, -0.25, -0.09, -0.10, -0.27, -0.11, -0.05, 0.10, 0.05, 0.07, 0.07, 0.07, 0.05, 0.03, 0.05, 0.07, 0.04, 0.10, 0.06, 0.08, 0.04, 0.06, 0.05, 0.06, 0.06, 0.11, -0.47, 0.01, -0.17, -0.18, -0.08, 0.12, 0.14, 0.09, 0.12, 0.10, 0.15, 0.08, -0.46, 0.00, -0.15, -0.14, -0.06, 0.09, 0.13, 0.09, 0.12, 0.11, 0.13, 0.07, -0.51, 0.02, -0.14, -0.13, -0.05, 0.11, 0.10, 0.11, 0.10, 0.11, 0.13, 0.10, -0.47, -0.03, -0.14, -0.14, -0.04, 0.11, 0.12, 0.12, 0.09, 0.12, 0.13, 0.08, -0.48, -0.02, -0.07, -0.13, -0.07, 0.13, 0.09, 0.11, 0.11, 0.12, 0.11, 0.13, -0.52, 0.02, -0.14, -0.13, -0.08, 0.12, 0.10, 0.12, 0.07, 0.14, 0.13],
  "e_tot_ha": -8401.5589,
  "orbital_gap_ev": 8.608,
  "e_homo_ev": -8.1363
}